The molecule C4H6N2O at a distorted geometry, computed with ωB97M-V with the def2-TZVPD basis set.

Geometry (Å):
C1 -1.3579 0.1818 0.1805
H1 2.0133 -0.8867 0.9902
N1 -0.1570 0.5580 0.6424
H2 2.6300 -0.6724 -0.7437
N2 0.1490 -0.4971 -1.3109
C2 0.7228 0.0243 -0.2568
H3 -3.2099 0.3485 0.3702
C3 -1.1713 -0.3850 -1.0483
H4 -1.9079 -0.7544 -1.7458
H5 0.0385 0.9468 1.5470
C4 2.1035 -0.1624 0.0422
O1 -2.4276 0.5428 0.9024
H6 2.5628 0.7362 0.4399

Values from the calculation:
Kohn-Sham gap in eV: 8.4
LUMO in eV: 0.71
HOMO level in eV: -7.70
ΔE to the lowest compared entry with this formula, charge and spin in eV: 1.131